No. 1
26
Properties=species:S:1:pos:R:3:forces:R:3:mulliken_charge:R:1 method="wB97M-V/def2-TZVPD" max_force_ev_per_a=0.32 homo_energy_ev=-11.38 e_lumo_ev=-3.90 energy_ev=-16478.0916 total_charge=+1
F 1.7721 -5.3941 -1.3949 0.01 -0.03 -0.01 -0.3016
F -0.8384 1.1716 -0.2304 -0.05 -0.09 -0.02 -0.2349
N -2.4366 2.6579 0.3509 -0.08 -0.07 -0.13 -0.3279
C -1.1062 2.4935 -0.3747 0.29 0.11 -0.03 0.2611
C 0.8468 -3.2546 -1.6367 0.01 0.02 -0.10 -0.4961
C 1.2541 2.6400 0.5838 -0.10 0.05 -0.19 -1.2282
C 1.0550 -4.2839 0.5422 0.02 -0.07 0.06 -0.4347
C -0.0235 3.3983 0.2021 0.24 -0.14 0.17 -0.5867
C 0.1003 -2.0858 0.3308 0.00 0.00 0.00 -0.3825
C 0.4876 -3.1597 1.1214 0.00 0.04 -0.06 -0.3677
C 1.2237 -4.3092 -0.8287 -0.04 0.08 0.05 0.3229
C 0.2805 -2.1359 -1.0448 -0.01 -0.01 0.08 -0.2373
H 1.6643 2.1023 -0.2699 0.00 0.01 0.01 0.3309
H 0.9976 -3.3171 -2.7057 0.01 -0.02 0.00 0.4209
H -0.3408 -1.2114 0.7902 -0.01 0.01 0.02 0.3354
H 1.9931 3.3670 0.9132 0.02 -0.06 0.05 0.3842
H -2.5278 3.5862 0.7623 -0.07 0.10 0.00 0.3580
H -0.3890 3.9286 1.0843 -0.08 0.03 0.02 0.3745
H -3.2171 2.4887 -0.2844 -0.12 0.03 0.01 0.3686
H 1.0739 1.9232 1.3807 0.03 0.01 0.05 0.3338
H 0.2155 4.1515 -0.5471 -0.08 0.06 0.01 0.3392
H -2.4998 1.9578 1.0961 0.12 0.03 0.08 0.3404
H -1.2918 2.6999 -1.4266 -0.11 -0.08 -0.04 0.2972
H 0.3500 -3.1237 2.1936 0.00 -0.02 0.01 0.3641
H 1.3638 -5.1328 1.1363 0.01 -0.01 -0.02 0.4222
H -0.0223 -1.3024 -1.6654 0.01 0.00 -0.02 0.3442


No. 2
49
Properties=species:S:1:pos:R:3:forces:R:3:mulliken_charge:R:1 method="wB97M-V/def2-TZVPD" max_force_ev_per_a=0.72 homo_energy_ev=-4.09 e_above_lowest_kj_mol=0.00 e_lumo_ev=2.63 energy_ev=-108838.3569 total_charge=-1
Pd -0.2195 -0.0788 1.0816 -0.55 -0.04 0.33 0.8484
Br -4.8771 2.3655 -5.1372 0.00 0.00 0.00 -0.2466
O -1.2640 -1.7661 1.4833 0.16 0.09 -0.03 -0.7929
O 2.1671 -0.9750 0.1619 0.00 0.09 -0.06 -0.7781
O -0.7077 -0.0731 -0.9041 0.04 -0.20 -0.07 -0.6233
O -2.2095 1.5525 -0.4597 0.09 -0.10 -0.08 -0.6909
N 0.8378 1.5808 0.8866 0.10 0.19 0.09 0.1506
N -0.0298 0.3358 3.0181 0.70 -0.09 -0.15 -0.0955
C 2.4321 1.1450 -0.9167 0.00 0.06 0.01 0.9207
C -0.6065 -1.8656 3.8190 0.05 -0.01 0.03 0.4623
C 2.5754 -0.2972 -0.8039 0.00 -0.04 0.02 0.3181
C 0.3981 2.4693 1.9507 0.02 -0.09 0.04 -0.7974
C -0.0756 -0.5376 3.9500 -0.34 0.05 0.05 -0.2920
C 3.3019 -0.9109 -1.8996 -0.03 -0.02 0.00 -0.6754
C -3.0373 1.4680 -3.1527 0.03 0.02 0.00 -0.3679
C -3.2820 1.5264 -4.5112 -0.01 0.01 0.00 0.0925
C -2.3994 0.9979 -5.4382 0.00 0.00 0.01 -0.3564
C -1.7737 -4.3991 3.8541 0.01 0.00 0.03 -0.3155
C -0.6015 -2.6626 4.9833 0.01 0.00 -0.01 -0.6487
C 3.0591 1.8488 -1.9691 0.00 0.01 0.00 -0.5286
C -1.8062 -3.6574 2.7075 0.01 0.00 -0.01 -0.5455
C -1.6003 0.7889 -1.2109 0.01 0.10 -0.07 0.6091
C -1.2406 0.3876 -4.9772 0.00 0.00 0.00 -0.6088
C -1.1589 -3.9119 5.0236 -0.01 -0.01 -0.02 -0.6978
C 3.8415 -0.1928 -2.9226 0.00 0.03 0.00 -0.3260
C -0.9829 0.3017 -3.6168 -0.02 -0.02 0.02 -0.4524
C 3.7414 1.2200 -2.9737 0.00 -0.03 0.00 -0.6717
C -1.2043 -2.3646 2.6156 -0.08 -0.03 -0.01 0.6089
C -1.8797 0.8435 -2.7035 0.00 0.02 0.00 0.2884
C 1.7609 1.9347 0.0616 -0.06 0.00 -0.05 -0.4354
C 0.5042 1.6845 3.2624 -0.16 -0.01 -0.07 -0.7760
H -2.2745 -4.0333 1.8072 0.00 0.01 -0.01 0.4137
H -2.6142 1.0649 -6.4960 0.00 0.00 0.00 0.3853
H -0.5363 -0.0243 -5.6892 0.00 0.00 0.00 0.3907
H 1.0042 3.3803 1.9930 -0.01 0.01 0.01 0.4150
H 0.2513 -0.2428 4.9514 -0.03 -0.01 0.01 0.2815
H 4.3728 -0.7127 -3.7140 0.00 -0.01 0.00 0.3572
H -3.7128 1.8993 -2.4274 -0.01 0.00 0.00 0.5326
H -0.1364 -2.2523 5.8744 0.00 0.00 0.00 0.2740
H 1.5462 1.6125 3.5854 0.02 -0.01 -0.05 0.3603
H -0.6466 2.7296 1.7643 -0.01 0.01 0.01 0.2257
H 2.9658 2.9319 -1.9821 0.00 0.00 0.00 0.2746
H 2.0648 2.9865 0.1169 0.01 0.00 -0.01 0.1830
H -2.2299 -5.3828 3.8609 0.00 0.00 0.00 0.3457
H -0.0903 -0.1787 -3.2392 0.02 0.00 -0.01 0.4200
H 4.1916 1.7801 -3.7823 0.00 0.00 0.00 0.3815
H -0.0779 2.1783 4.0450 0.04 0.00 0.04 0.4284
H 3.3952 -1.9896 -1.8581 0.00 0.00 -0.01 0.3765
H -1.1358 -4.5049 5.9276 0.00 0.00 0.00 0.3780


No. 3
114
Properties=species:S:1:pos:R:3:forces:R:3:mulliken_charge:R:1 method="wB97M-V/def2-TZVPD" max_force_ev_per_a=0.67 homo_energy_ev="-13.06 / -13.06" e_lumo_ev="-5.51 / -5.45" energy_ev=-146682.3165 total_charge=+2
Co -0.2905 0.0897 0.4375 0.12 0.16 -0.38 -0.4511
S 2.0956 -1.2125 2.0239 0.23 0.07 0.01 1.6337
S 1.8338 2.3948 0.3335 0.00 0.08 -0.36 2.4032
S 3.7241 1.0729 1.9875 -0.07 -0.09 -0.09 1.2480
F -5.2101 -4.2252 1.8209 0.00 0.00 0.00 -0.3498
O -1.6851 -1.1672 0.2183 0.22 -0.05 0.04 -0.9456
O -0.0530 1.2507 3.7195 0.10 0.05 0.02 -0.3424
O -1.4175 0.5012 2.1057 -0.11 0.05 -0.10 -0.2206
O 1.1235 -1.4673 -2.8720 -0.01 0.03 0.02 -0.7473
O 0.4864 -0.1953 -1.1896 -0.23 -0.07 0.09 -0.1573
N 2.8691 0.0275 2.7505 -0.05 0.07 0.01 0.0269
N -3.0398 -0.7320 3.6554 0.01 0.02 0.01 -0.5631
N 0.7663 -1.0588 1.4243 -0.27 0.06 0.02 0.8249
N 0.5256 1.7604 0.5301 0.00 -0.23 0.63 -0.6377
N 3.2263 1.5988 0.6177 0.18 0.07 0.07 0.4479
N -1.5766 -4.3981 -2.2937 0.08 0.05 -0.10 0.2861
C 5.3543 4.1184 4.0021 0.00 -0.01 0.01 -0.8912
C 1.2514 3.4737 -3.4603 0.01 0.01 -0.02 -0.9742
C -0.9898 0.5909 3.3966 -0.04 -0.08 0.01 0.2537
C -3.4147 -5.4365 -1.0636 0.00 0.01 0.01 0.7463
C 1.9037 3.9144 1.2587 -0.07 -0.02 0.01 0.2637
C 6.0844 -0.0114 2.6901 -0.02 -0.02 0.04 -0.7945
C -1.5193 -5.5532 -3.2568 -0.01 0.02 0.02 0.4394
C -3.4645 -3.2055 0.6553 -0.02 -0.02 -0.01 -0.6526
C 2.9651 5.9655 1.8533 -0.01 0.01 0.02 -0.8856
C -2.8922 -6.1957 -3.3547 0.00 0.01 -0.01 -0.9843
C -4.3234 -4.2500 0.8185 0.01 0.01 0.01 0.0199
C -0.6500 -2.3012 -1.5821 0.03 0.01 -0.06 0.0183
C 5.3397 0.4547 1.6110 -0.04 -0.03 0.02 0.5383
C 3.6391 3.4842 -3.1364 -0.01 0.01 -0.02 -1.1008
C 1.9654 -2.3197 3.4038 -0.03 -0.01 -0.06 -0.0316
C -4.3135 -5.3584 -0.0271 -0.01 -0.02 0.01 -0.7091
C 2.5217 -2.0368 4.6404 0.05 0.03 0.03 -0.2396
C 0.3873 -1.2791 -1.9245 -0.02 0.02 -0.01 0.0123
C 1.8935 6.2600 2.6902 0.00 -0.01 -0.01 -0.6002
C 3.1883 -1.7231 -0.3960 -0.03 0.07 -0.01 -0.0536
C 7.0926 -0.0806 0.0947 0.02 -0.01 -0.01 -0.9004
C 1.0688 3.0738 -2.1457 -0.05 0.01 0.02 -0.6196
C 4.0081 2.3222 3.2006 -0.04 -0.02 0.00 0.4669
C 3.0398 2.5545 4.1663 -0.01 0.01 0.00 -0.3323
C 2.9742 4.7885 1.1255 0.05 -0.01 -0.03 -0.3969
C 3.3153 -1.9650 0.9629 -0.01 0.03 -0.03 0.5157
C 5.2722 -3.2796 0.6009 0.01 -0.02 -0.01 -0.8969
C 4.1112 -2.2853 -1.2663 0.03 -0.02 -0.01 -0.9829
C -1.5971 -2.1755 -0.5645 -0.08 0.03 0.05 1.4354
C 1.6235 -4.1139 5.4615 0.00 0.01 -0.01 -0.6070
C 3.4698 3.0834 -1.8216 0.04 0.00 0.01 -0.1780
C 0.8306 5.3770 2.8081 0.00 0.02 0.00 -0.8944
C 5.1467 -3.0633 -0.7682 0.00 0.00 0.02 -0.7499
C 2.1815 2.8868 -1.3414 0.02 -0.09 0.03 0.8011
C 7.8577 -0.5338 1.1587 0.00 0.00 -0.01 -0.6028
C 2.5319 3.6789 -3.9533 -0.01 -0.01 0.01 -0.6032
C -0.7002 -3.4090 -2.4059 -0.06 -0.07 -0.04 -0.1592
C -2.5376 -3.2609 -0.3964 -0.02 -0.01 0.00 1.0809
C 4.3518 -2.7331 1.4796 0.00 -0.01 0.06 -0.4639
C -3.3917 -6.6199 -1.9867 -0.01 -0.01 -0.01 -1.0572
C 7.3549 -0.5032 2.4558 0.00 0.00 -0.01 -0.8202
C 1.2389 -3.4828 3.1743 -0.02 -0.02 -0.03 -0.6267
C 5.1587 3.0953 3.0917 0.02 0.02 -0.02 -0.8383
C 5.8177 0.4242 0.3129 -0.02 0.01 -0.04 -0.5171
C 1.0745 -4.3838 4.2119 0.01 0.01 0.03 -0.6989
C 2.3402 -2.9456 5.6750 -0.01 -0.02 0.01 -0.8282
C -1.0251 -5.1259 -4.6304 0.03 0.00 0.00 -1.7785
C 0.8305 4.1901 2.0896 -0.04 -0.03 -0.01 -0.2815
C -1.8327 -0.2640 4.3309 0.06 -0.03 -0.03 -0.5175
C 4.4011 4.3648 4.9832 0.00 -0.01 0.01 -0.6818
C -2.5110 -4.3689 -1.2586 -0.03 0.00 0.06 -1.3455
C 3.2495 3.5938 5.0600 0.00 0.01 0.02 -0.7171
H 6.0806 -3.8891 0.9833 -0.01 0.01 -0.01 0.5091
H 3.7984 4.5655 0.4595 -0.02 0.00 0.01 0.4373
H 5.8930 2.9000 2.3206 0.00 -0.01 0.01 0.5579
H 2.3906 -1.0952 -0.7702 0.13 -0.03 0.06 0.1602
H 3.0766 -1.1226 4.7962 -0.02 -0.01 -0.01 0.4244
H 3.7887 6.6609 1.7595 -0.01 0.00 0.00 0.4654
H 5.8623 -3.5091 -1.4474 -0.01 0.01 0.01 0.4507
H 8.8547 -0.9147 0.9800 -0.01 0.00 0.00 0.4411
H 0.8081 -3.6716 2.1989 0.01 0.01 0.01 0.5325
H 2.7631 -2.7368 6.6486 0.00 -0.01 -0.01 0.4791
H -1.1591 -5.9649 -5.3120 0.00 0.00 0.01 0.4414
H 0.3916 3.6199 -4.0999 0.01 0.00 0.00 0.4631
H -3.5897 -5.4914 -3.8178 0.00 0.00 0.02 0.3339
H -5.0273 -6.1546 0.1445 0.01 0.01 -0.01 0.5358
H 0.0194 3.4782 2.1591 0.02 0.00 0.01 0.3114
H 0.5196 -5.2980 4.0479 0.01 0.01 0.00 0.4712
H -3.4896 -2.3488 1.3121 0.01 0.00 0.00 0.6161
H 2.6706 3.9866 -4.9813 0.00 0.00 0.01 0.4391
H 2.5091 3.7972 5.8220 0.00 0.00 -0.01 0.5037
H -1.1951 -1.1138 4.5864 -0.02 -0.01 0.02 0.1283
H 7.9549 -0.8592 3.2823 0.00 0.00 -0.01 0.4886
H -3.2784 -1.6776 3.9216 0.02 -0.01 -0.02 0.2395
H 2.1470 1.9465 4.2099 -0.03 -0.02 0.00 0.3059
H 1.8871 7.1895 3.2447 0.00 -0.01 0.00 0.4578
H -2.8145 -7.0548 -4.0199 0.01 0.00 0.01 0.3993
H -4.3877 -7.0568 -2.0502 0.00 0.01 0.00 0.4783
H 0.0319 -4.8677 -4.6552 -0.01 0.01 0.01 0.5226
H 5.6808 0.0175 3.6956 0.00 0.01 -0.02 0.4442
H 0.0790 2.8947 -1.7468 0.02 0.00 -0.01 0.4786
H 4.5592 5.1650 5.6947 0.00 -0.01 -0.01 0.4501
H 4.6359 3.6416 -3.5263 -0.01 -0.01 0.00 0.4668
H -0.8212 -6.2715 -2.8184 -0.01 -0.03 0.00 0.1467
H 7.4852 -0.1160 -0.9129 0.00 0.00 0.01 0.5164
H -0.0048 5.6130 3.4542 0.01 0.00 -0.01 0.4783
H 6.2500 4.7218 3.9467 0.00 0.00 0.00 0.4603
H 4.3281 2.9189 -1.1845 -0.01 -0.01 -0.01 0.2849
H -3.8396 -0.1472 3.8651 0.00 0.00 0.01 0.2080
H 4.4348 -2.9129 2.5449 0.00 0.00 -0.02 0.4969
H -1.6078 -4.2855 -5.0115 0.01 -0.01 0.00 0.3967
H -2.7344 -7.3927 -1.5758 0.00 0.00 0.00 0.3376
H 1.4928 -4.8205 6.2704 0.00 0.01 -0.01 0.4316
H -2.2032 -0.1169 2.1406 0.08 0.00 -0.01 0.5588
H 0.0167 -3.4600 -3.2106 0.01 0.00 0.00 0.7306
H 4.0059 -2.1136 -2.3299 -0.01 0.00 0.02 0.6141
H 5.2047 0.7745 -0.5056 0.00 0.00 0.01 0.4416
H -2.0033 0.2983 5.2485 -0.01 0.03 0.00 0.4295


No. 4
13
Properties=species:S:1:pos:R:3:forces:R:3:mulliken_charge:R:1 method="wB97M-V/def2-TZVPD" smiles=C[NH2+][C@]1(N)OS1 max_force_ev_per_a=5.64 homo_energy_ev=-14.10 e_above_lowest_kj_mol=326.85 e_lumo_ev=-4.71 energy_ev=-18040.1994 total_charge=+1
S 0.7089 -2.3031 1.3363 -0.69 1.07 -0.58 0.0398
O 1.5009 -1.2435 0.1760 1.87 0.07 -0.71 -0.3355
N -0.5992 -0.4862 -0.5066 1.86 -0.31 -1.37 -0.0864
N 0.2904 0.7825 1.3832 -1.11 -3.22 -1.94 -0.6100
C -0.2496 0.7514 -1.2865 -2.46 -0.27 -4.46 -0.8537
C 0.3986 -0.6719 0.5280 -1.11 2.61 4.87 0.4835
H 0.1069 1.4304 -0.5807 0.66 1.25 0.59 0.4458
H 0.4322 0.4888 -2.1603 -0.67 0.37 1.49 0.3084
H -1.4329 -0.2358 -0.0372 -1.72 -0.62 0.31 0.3505
H -0.5528 -1.3249 -1.1310 -0.97 0.59 0.73 0.3841
H -1.2804 1.1331 -1.7875 2.50 -0.82 1.26 0.3451
H 1.0857 0.9429 1.9326 2.12 -0.08 0.42 0.2635
H -0.4088 0.7364 2.1338 -0.29 -0.63 -0.61 0.2651